97
Properties=species:S:1:pos:R:3 method="wB97M-V/def2-TZVPD" e_above_lowest_kj_mol=12.3 max_force_ev_per_a=0.67 homo_ha=-0.376 mol_weight_g_mol=774.9 total_energy_ha=-4637.09708 orbital_gap_ev=4.800 total_charge=+1 lumo_ev=-5.4
V -0.0162 0.4554 0.0083
C -0.7619 -3.4175 1.9583
C -0.7206 -2.3225 0.9431
N 0.0478 -1.2861 1.1763
N 0.8157 -1.4015 2.3160
C 1.6564 -0.4475 2.4542
S 1.7627 0.8858 1.3191
S 2.7764 -0.3323 3.7680
C 2.3617 -1.8048 4.7424
C 1.0408 -1.7525 5.4683
C 0.2213 -2.8754 5.4676
C -0.9786 -2.8765 6.1646
C -1.3691 -1.7508 6.8748
C -0.5487 -0.6315 6.8916
C 0.6490 -0.6329 6.1927
C -1.4597 -2.4545 -0.3041
C -2.4359 -3.4495 -0.5047
C -2.9888 -3.6621 -1.7458
C -2.5651 -2.9128 -2.8460
C -1.6206 -1.9191 -2.6962
C -1.1131 -1.6854 -1.4246
O -0.2269 -0.6789 -1.2727
H -0.9164 -2.9998 2.9513
H 0.2117 -3.9128 1.9759
H -1.5182 -4.1584 1.7360
H 3.1941 -1.8753 5.4458
H 2.4124 -2.6722 4.0865
H 0.5310 -3.7600 4.9234
H -1.6026 -3.7607 6.1621
H -2.3003 -1.7506 7.4252
H -0.8366 0.2424 7.4614
H 1.2868 0.2421 6.2179
H -2.7751 -4.0544 0.3220
H -3.7438 -4.4253 -1.8700
H -2.9837 -3.1065 -3.8246
H -1.2898 -1.2872 -3.5115
C -4.3598 1.6876 -1.9612
N -3.1923 1.1603 -2.6394
C -2.1437 1.9134 -3.0455
N -2.0799 3.1616 -2.5417
S -0.9848 1.3247 -4.0992
H -5.0782 0.8813 -1.8321
H -4.8325 2.4894 -2.5339
H -4.1150 2.0660 -0.9663
H -3.2764 0.2844 -3.1287
H -2.5432 3.3960 -1.6760
H -1.2589 3.6967 -2.7834
B 1.2324 4.4605 -1.8334
C 0.8596 3.0968 -1.2338
N 0.5941 2.0679 -0.7445
H 2.4127 4.3872 -2.0687
H 0.5594 4.5984 -2.8271
H 0.9857 5.2575 -0.9579
C 0.0410 4.0746 2.6493
C -0.8846 3.4615 3.6865
C -1.1686 4.4403 4.8135
C -0.3545 2.1491 4.2338
O -2.1744 3.1712 3.0807
Si -2.7552 2.9057 1.6186
S -1.9137 0.9746 0.7647
O -4.3099 2.5222 1.6728
C -5.1568 1.8291 2.6359
C -4.3950 0.6933 3.3026
C -6.3276 1.2972 1.8291
C -5.6015 2.8657 3.6548
O -2.4686 3.9623 0.4419
C -3.0395 5.3278 0.3348
C -2.0020 6.1373 -0.4161
C -4.3413 5.2136 -0.4415
C -3.2853 5.9038 1.7204
H 1.0158 4.2795 3.0920
H -0.3650 5.0139 2.2725
H 0.1926 3.4021 1.8034
H -0.2461 4.6729 5.3456
H -1.8783 4.0106 5.5203
H -1.5831 5.3697 4.4237
H 0.6300 2.2950 4.6792
H -0.2650 1.4049 3.4415
H -1.0252 1.7562 4.9983
H -4.0873 -0.0547 2.5695
H -5.0456 0.2017 4.0264
H -3.5168 1.0617 3.8340
H -5.9836 0.5683 1.0939
H -6.8308 2.1112 1.3078
H -7.0480 0.8105 2.4866
H -4.7385 3.2667 4.1884
H -6.2792 2.4177 4.3818
H -6.1227 3.6847 3.1585
H -1.8237 5.7265 -1.4097
H -1.0539 6.1461 0.1210
H -2.3479 7.1648 -0.5293
H -4.1660 4.8676 -1.4610
H -4.8175 6.1923 -0.5051
H -5.0275 4.5294 0.0581
H -2.3587 5.9750 2.2891
H -4.0057 5.3068 2.2840
H -3.6981 6.9075 1.6214

=====

5
Properties=species:S:1:pos:R:3 method="wB97M-V/def2-TZVPD" e_above_lowest_kj_mol=47.8 max_force_ev_per_a=2.55 homo_ha=-0.378 mol_weight_g_mol=252.7 total_energy_ha=-7760.71274 orbital_gap_ev=9.589 total_charge=0 lumo_ev=-0.7
Br 0.4183 1.9675 0.1154
Br -1.1679 -0.7107 1.3257
Br 1.5203 -1.2500 -0.1984
C -0.0316 0.0394 -0.2155
H -0.7391 -0.0463 -1.0272

=====

11
Properties=species:S:1:pos:R:3 method="wB97M-V/def2-TZVPD" e_above_lowest_kj_mol=170.6 max_force_ev_per_a=4.40 homo_ha=-0.322 mol_weight_g_mol=106.2 total_energy_ha=-914.21068 orbital_gap_ev=8.778 total_charge=0 lumo_ev=0.0
C 1.4303 1.3362 -0.8071
C -0.4398 -0.7422 1.1698
C -1.3087 -1.0227 -0.0297
S -0.3946 -1.3191 2.6781
S 1.0482 0.2686 0.8406
H 0.4119 1.5132 -1.0498
H 1.9071 2.1965 -0.4669
H -1.6600 -2.0199 0.0425
H -2.0922 -0.2989 0.1089
H -0.9523 -0.7412 -0.9220
H 2.0501 0.8296 -1.5644

=====

15
Properties=species:S:1:pos:R:3 method="wB97M-V/def2-TZVPD" e_above_lowest_kj_mol=410.1 max_force_ev_per_a=1.15 homo_ha=-0.291 mol_weight_g_mol=96.1 total_energy_ha=-304.67931 orbital_gap_ev=8.619 total_charge=0 lumo_ev=0.7
C -0.4241 2.0222 0.8515
C 0.5993 1.1507 0.1235
C 0.8444 -0.0336 0.9722
N -0.1333 -0.3688 -0.0700
C 0.2809 -1.3721 -1.0433
C -0.8125 -1.8010 -1.9213
N -1.6651 -2.1786 -2.6042
H -1.0752 1.5141 1.5958
H -1.0566 2.6357 0.2017
H 0.1869 2.7248 1.4378
H -1.1204 -0.2457 0.0717
H 1.7681 -0.5891 0.8013
H 0.4756 -0.1408 1.9968
H 1.0885 -0.9405 -1.6392
H 0.6639 -2.2678 -0.5337

=====

15
Properties=species:S:1:pos:R:3 method="wB97M-V/def2-TZVPD" e_above_lowest_kj_mol=27.1 max_force_ev_per_a=2.79 homo_ha=-0.290 mol_weight_g_mol=134.2 smiles="NC(N)=CC(=S)CF" total_energy_ha=-764.17486 orbital_gap_ev=8.353 total_charge=0 lumo_ev=0.5
N -2.0534 0.9793 -0.0397
C -1.6565 -0.2687 -0.0230
N -2.6352 -1.2691 0.0833
C -0.3014 -0.6893 -0.0308
C 0.7663 0.1557 -0.0006
S 0.8466 1.8511 0.0060
C 2.1519 -0.5376 -0.0054
F 2.0590 -1.9010 0.0028
H -2.9872 1.1929 0.1750
H -1.2816 1.7040 0.0286
H -3.6055 -1.0759 -0.2556
H -2.3648 -2.2478 -0.0339
H -0.1667 -1.7850 -0.0526
H 2.6832 -0.1107 0.8991
H 2.7052 -0.1181 -0.8291

=====

17
Properties=species:S:1:pos:R:3 method="wB97M-V/def2-TZVPD" e_above_lowest_kj_mol=501.0 max_force_ev_per_a=4.16 homo_ha=-0.515 mol_weight_g_mol=100.1 total_energy_ha=-322.26977 orbital_gap_ev=8.050 total_charge=+1 lumo_ev=-6.0
C 0.0977 1.2220 -1.2668
C 0.9970 0.6190 -0.4929
C 2.3611 1.1291 -0.4539
C -0.6309 -2.4417 0.3327
N -2.3905 0.0638 1.1446
N -0.1060 -1.3219 0.2591
N 0.7817 -0.5621 0.1964
H -0.8956 1.0066 -1.5740
H 0.4401 2.0355 -1.8598
H 2.6439 1.0658 -1.4483
H 3.0523 0.3113 0.0544
H 2.4982 2.1147 -0.0096
H -0.1193 -3.1302 -0.3283
H -1.4034 -2.6859 1.0481
H -3.1149 0.7290 1.2132
H -1.5302 0.6075 1.4340
H -2.6811 -0.7626 1.7510